Here is a structure of composition C16H25ClORuS at a distorted geometry from the Open Molecules 2025 dataset. Energies are from ωB97M-V/def2-TZVPD.

Results
spin multiplicity = 5
⟨S²⟩ = 6.04
energy relative to the best compared isomer or geometry (same formula, charge and spin) = 0.00 kcal/mol
Kohn-Sham gap (spin up / spin down) = 6.403 / 3.555 eV
charge = +2

Geometry (Å):
C1 -4.237 -2.816 -1.924
C2 -5.486 -2.419 -1.129
C3 -4.442 -2.505 -3.410
C4 -3.956 -4.311 -1.736
Cl1 -2.825 -1.868 -1.319
H1 -5.299 -3.078 -3.785
H2 -3.564 -2.789 -3.997
H3 -4.650 -1.443 -3.566
H4 -6.346 -2.991 -1.499
H5 -5.711 -1.356 -1.250
H6 -5.366 -2.642 -0.065
H7 -4.812 -4.888 -2.108
H8 -3.816 -4.559 -0.680
H9 -3.071 -4.622 -2.299
C5 0.932 3.114 0.629
C6 0.931 2.679 -0.747
C7 -0.282 1.915 -0.972
H10 1.624 3.006 -1.517
C8 -0.943 1.786 0.316
C9 -0.182 2.528 1.278
H11 -0.443 2.650 2.334
H12 1.638 3.824 1.071
H13 -0.672 1.585 -1.927
H14 -1.915 1.314 0.490
C10 2.747 -1.253 0.602
C11 3.433 -0.151 0.049
C12 2.739 0.266 -1.144
H15 4.339 0.292 0.456
C13 1.643 -0.676 -1.372
C14 1.611 -1.559 -0.208
H16 0.908 -2.382 -0.079
H17 3.065 -1.804 1.490
H18 3.073 1.010 -1.850
H19 1.055 -0.767 -2.275
Ru1 0.953 0.613 0.023
C15 3.617 2.576 4.614
S1 2.932 1.938 3.060
C16 3.985 2.687 1.853
O1 3.079 0.445 3.003
H20 3.300 3.628 4.703
H21 4.726 2.487 4.615
H22 3.175 1.972 5.432
H23 5.019 2.332 1.928
H24 3.578 2.474 0.852
H25 3.915 3.758 2.056

Mulliken population analysis, charges in e, atoms 1 to 4: 1.036 -1.367 -1.388 -1.362